Arrangement 1

Formula: C3H11NO
Source: the Open Molecules 2025 dataset
Level of theory: wB97M-V/def2-TZVPD

```
16
Properties=species:S:1:pos:R:3:lowdin_charge:R:1
C 1.05 1.05 -0.56 -0.095
C 1.27 -0.42 -0.72 -0.282
N -0.01 -1.08 -1.02 0.018
H 2.02 1.52 -0.35 0.081
H 0.64 1.50 -1.49 0.084
H 0.36 1.27 0.26 0.045
H 2.05 -0.65 -1.46 0.110
H 1.60 -0.80 0.24 0.121
H -0.72 -0.90 0.06 -0.025
H 0.03 -2.09 -0.99 0.119
H -0.53 -0.77 -1.86 0.135
C -1.55 0.30 1.58 -0.268
O -1.26 -0.95 1.05 -0.238
H -2.18 0.19 2.47 0.064
H -0.65 0.89 1.90 0.057
H -2.12 0.96 0.88 0.074
```

Results
Molecular weight in g/mol: 77.13
Frontier orbital gap in eV: 9.45
HOMO energy in eV: -8.6
Net charge: 0
LUMO energy in eV: 0.9


Arrangement 2

Formula: C3H11NO
Source: the Open Molecules 2025 dataset
Level of theory: wB97M-V/def2-TZVPD

```
16
Properties=species:S:1:pos:R:3:lowdin_charge:R:1
C 0.00 0.00 0.00 -0.118
C 1.12 -0.42 -0.95 -0.278
C 2.52 0.16 -0.69 -0.360
N 3.51 -0.30 -1.58 -0.037
H -0.29 1.06 0.01 0.039
H 0.31 -0.29 1.02 0.078
H -0.88 -0.60 -0.28 0.077
H 1.10 -1.52 -1.01 0.109
H 0.86 -0.03 -1.96 0.106
H 2.81 -0.30 0.27 0.104
H 2.44 1.25 -0.53 0.120
H 4.49 -0.08 -1.39 0.078
H 3.44 -1.32 -1.58 0.076
O -1.76 2.67 0.96 -0.093
H -0.88 3.11 0.99 0.050
H -1.94 2.52 0.01 0.047
```

Results
Molecular weight in g/mol: 77.13
Frontier orbital gap in eV: 9.75
Structure (SMILES): CCCN.O
HOMO energy in eV: -8.9
Net charge: 0
LUMO energy in eV: 0.8


The structure with the most favorable energy is arrangement 2; the runner-up is 0.0146 hartree above it.


Arrangement 1

Formula: C3H11NO
Source: the Open Molecules 2025 dataset
Level of theory: wB97M-V/def2-TZVPD

```
16
Properties=species:S:1:pos:R:3:lowdin_charge:R:1
C 1.37 -1.31 -0.48 -0.104
C -0.01 -0.62 -0.75 -0.308
N -0.98 -0.62 0.40 -0.103
C -1.82 0.74 0.28 -0.114
H 1.88 -0.68 0.17 0.010
H 1.50 -2.35 -0.08 0.077
H 1.76 -1.42 -1.52 0.078
H 0.30 0.41 -0.99 0.096
H -0.34 -1.04 -1.67 0.077
H -1.60 -1.45 0.50 0.100
H -2.55 0.88 1.11 0.064
H -2.47 0.87 -0.70 0.101
H -1.08 1.52 0.41 0.013
O 1.34 1.40 1.44 -0.115
H 2.11 1.65 0.87 0.052
H 0.62 2.03 1.02 0.078
```

Results
Molecular weight in g/mol: 77.13
Frontier orbital gap in eV: 9.56
Structure (SMILES): CCNC.O
HOMO energy in eV: -8.7
Net charge: 0
LUMO energy in eV: 0.8


Arrangement 2

Formula: C3H11NO
Source: the Open Molecules 2025 dataset
Level of theory: wB97M-V/def2-TZVPD

```
16
Properties=species:S:1:pos:R:3:lowdin_charge:R:1
C -0.58 -1.72 1.02 -0.088
C -1.09 -1.10 -0.29 -0.251
O -0.62 0.24 -0.47 -0.223
C -0.78 1.12 0.59 -0.146
H -0.92 -2.75 1.07 0.070
H 0.51 -1.75 0.99 0.081
H -0.98 -1.22 1.90 0.066
H -2.17 -1.07 -0.31 0.114
H -0.57 -1.63 -1.08 0.118
H -0.49 2.12 0.26 0.083
H -0.18 0.81 1.45 0.077
H -1.81 1.12 0.96 0.093
N 2.71 1.33 -1.03 0.018
H 1.81 1.75 -0.86 -0.012
H 3.39 1.42 -0.29 0.002
H 2.59 0.35 -1.22 -0.002
```

Results
Molecular weight in g/mol: 77.13
Frontier orbital gap in eV: 10.56
Structure (SMILES): CCOC.N
HOMO energy in eV: -9.6
Net charge: 0
LUMO energy in eV: 1.0


The structure with the most favorable energy is arrangement 2; the runner-up is 0.0343 hartree above it.


Arrangement 1

Formula: C3H11NO
Source: the Open Molecules 2025 dataset
Level of theory: wB97M-V/def2-TZVPD

```
16
Properties=species:S:1:pos:R:3:lowdin_charge:R:1
C -0.84 -0.67 -1.82 -0.107
C 0.34 -0.85 -0.88 -0.292
N 0.44 0.33 0.00 -0.152
C 1.64 1.17 -0.11 -0.131
H -1.73 -0.45 -1.25 0.055
H -1.02 -1.51 -2.49 0.071
H -0.71 0.22 -2.45 0.071
H 1.27 -0.98 -1.44 0.106
H 0.21 -1.75 -0.27 0.107
H 0.45 0.06 0.97 0.067
H 2.55 0.71 0.25 0.074
H 1.77 1.61 -1.10 0.075
H 1.33 2.04 0.48 0.077
O -1.54 -0.01 2.55 -0.063
H -1.50 -0.02 1.59 0.012
H -0.75 0.49 2.78 0.030
```

Results
Molecular weight in g/mol: 77.13
Frontier orbital gap in eV: 10.08
Structure (SMILES): CCNC.O
HOMO energy in eV: -9.2
Net charge: 0
LUMO energy in eV: 0.9


Arrangement 2

Formula: C3H11NO
Source: the Open Molecules 2025 dataset
Level of theory: wB97M-V/def2-TZVPD

```
16
Properties=species:S:1:pos:R:3:lowdin_charge:R:1
C 0.95 1.68 0.71 -0.117
C 0.01 0.99 -0.31 -0.344
N -0.55 -0.22 0.26 -0.151
C -1.55 -0.70 -0.71 -0.154
H 1.93 1.17 0.75 0.058
H 0.46 1.58 1.70 0.069
H 1.12 2.75 0.51 0.065
H 0.61 0.85 -1.23 0.103
H -0.76 1.76 -0.53 0.109
H 0.15 -0.97 0.32 -0.059
H -1.84 -1.69 -0.34 0.075
H -1.11 -0.81 -1.72 0.072
H -2.45 -0.07 -0.79 0.077
O 0.64 -2.23 0.37 -0.015
H 1.17 -2.44 1.18 0.109
H 1.22 -1.65 -0.16 0.102
```

Results
Molecular weight in g/mol: 77.13
Frontier orbital gap in eV: 8.91
Structure (SMILES): CCNC.O
HOMO energy in eV: -8.4
Net charge: 0
LUMO energy in eV: 0.5


The structure with the most favorable energy is arrangement 1; the runner-up is 0.0445 hartree above it.


Arrangement 1

Formula: C3H11NO
Source: the Open Molecules 2025 dataset
Level of theory: wB97M-V/def2-TZVPD

```
16
Properties=species:S:1:pos:R:3:lowdin_charge:R:1
C -0.80 0.05 -0.25 -0.340
C -1.11 1.50 0.03 -0.142
C -1.47 -0.95 0.65 -0.143
H -0.90 -0.20 -1.30 0.088
H 0.62 -0.05 0.15 0.085
H -2.17 1.71 -0.17 0.072
H -0.53 2.17 -0.61 0.065
H -0.93 1.76 1.07 0.073
H -1.29 -0.73 1.70 0.073
H -1.14 -1.97 0.43 0.065
H -2.56 -0.93 0.50 0.072
N 1.71 -0.35 -0.39 0.068
O 3.49 -0.61 -0.41 -0.207
H 3.73 -0.44 0.51 0.008
H 1.56 -1.28 -0.75 0.081
H 1.79 0.32 -1.15 0.081
```

Results
Molecular weight in g/mol: 77.13
Frontier orbital gap (spin up / spin down) in eV: 8.30 / 8.16
HOMO energy (spin up / spin down) in eV: -7.9 / -8.0
Net charge: 0
LUMO energy (spin up / spin down) in eV: 0.4 / 0.2


Arrangement 2

Formula: C3H11NO
Source: the Open Molecules 2025 dataset
Level of theory: wB97M-V/def2-TZVPD

```
16
Properties=species:S:1:pos:R:3:lowdin_charge:R:1
C 2.05 -1.57 -1.32 -0.094
C 0.83 -1.21 -0.46 -0.189
O 0.50 0.26 -0.72 -0.241
C 0.85 1.21 0.24 -0.185
H 2.16 -2.57 -1.33 0.018
H 1.90 -1.30 -2.36 0.081
H 3.01 -1.18 -0.96 0.080
H 1.17 -1.38 0.64 0.131
H -0.15 -1.78 -0.67 0.129
H 0.58 2.23 -0.18 0.100
H 1.92 1.25 0.57 0.086
H 0.25 1.12 1.17 0.073
N -3.48 1.19 1.20 0.019
H -3.45 1.27 2.23 0.020
H -4.10 0.46 0.99 -0.022
H -4.02 1.99 0.95 -0.007
```

Results
Molecular weight in g/mol: 77.13
Frontier orbital gap in eV: 10.50
Structure (SMILES): CCOC.N
HOMO energy in eV: -9.4
Net charge: 0
LUMO energy in eV: 1.1


The structure with the most favorable energy is arrangement 2; the runner-up is 0.1136 hartree above it.


Arrangement 1

Formula: C7H9NO
Source: the Open Molecules 2025 dataset
Level of theory: wB97M-V/def2-TZVPD

```
18
Properties=species:S:1:pos:R:3:lowdin_charge:R:1
C 2.68 1.55 -0.89 -0.002
C 1.40 0.78 -0.92 -0.394
O 0.79 0.43 -1.90 0.122
C 0.96 0.34 0.42 -0.273
N 1.21 0.12 1.61 0.231
C -0.28 -0.46 0.93 -0.212
C -1.47 0.27 1.49 -0.091
H 3.48 0.90 -0.54 0.098
H 2.91 1.92 -1.89 0.088
H 2.61 2.38 -0.19 0.092
H -0.21 -1.52 1.12 0.109
H -1.46 1.33 1.24 0.081
H -2.40 -0.13 1.09 0.063
H -1.50 0.16 2.57 0.076
C -1.74 -1.64 -1.06 -0.033
C -2.65 -2.41 -1.12 0.006
H -0.86 -0.93 -0.88 0.032
H -3.46 -3.08 -1.09 0.006
```

Results
Molecular weight in g/mol: 123.15
Frontier orbital gap in eV: 9.03
Structure (SMILES): CC(=O)C1=N[C@H]1C.C#C
HOMO energy in eV: -9.4
Net charge: 0
LUMO energy in eV: -0.4


Arrangement 2

Formula: C7H9NO
Source: the Open Molecules 2025 dataset
Level of theory: wB97M-V/def2-TZVPD

```
18
Properties=species:S:1:pos:R:3:lowdin_charge:R:1
C -0.89 2.15 2.29 -0.138
C 0.28 0.88 0.67 -0.179
C 1.15 0.03 0.19 -0.052
C 0.99 -0.47 -1.21 -0.231
C 0.90 -1.87 -1.35 -0.227
C -0.27 -1.23 -1.68 -0.281
C -1.61 -1.49 -1.11 -0.130
H -1.45 1.25 3.29 0.187
H -1.43 2.48 1.19 0.120
H -0.31 3.39 2.87 0.175
H -0.62 1.23 0.25 0.085
H 1.94 -0.41 0.79 0.120
H 1.59 0.30 -1.88 0.186
H 1.38 -2.36 -2.30 0.150
H 0.86 -2.64 -0.54 0.151
H -0.19 -1.35 -2.85 0.176
N -2.62 -1.35 -0.49 0.128
O 0.30 1.47 1.89 -0.241
```

Results
Molecular weight in g/mol: 123.15
Frontier orbital gap in eV: 9.50
HOMO energy in eV: -8.9
Net charge: 0
LUMO energy in eV: 0.6


The structure with the most favorable energy is arrangement 1; the runner-up is 0.0907 hartree above it.


Arrangement 1

Formula: C2H3NOS
Source: the Open Molecules 2025 dataset
Level of theory: wB97M-V/def2-TZVPD

```
8
Properties=species:S:1:pos:R:3:lowdin_charge:R:1
C 0.05 -0.53 -0.91 -0.452
C -0.23 0.81 0.91 -0.359
H -0.78 -1.13 -1.30 0.088
H 0.70 -0.27 -1.73 0.079
H -0.59 1.72 1.36 0.128
N 0.43 -0.03 1.58 -0.251
O -0.49 0.69 -0.41 -0.099
S 0.92 -1.27 0.49 0.867
```

Results
Molecular weight in g/mol: 89.12
Frontier orbital gap in eV: 9.35
HOMO energy in eV: -8.5
Net charge: 0
LUMO energy in eV: 0.9


Arrangement 2

Formula: C2H3NOS
Source: the Open Molecules 2025 dataset
Level of theory: wB97M-V/def2-TZVPD

```
8
Properties=species:S:1:pos:R:3:lowdin_charge:R:1
O 2.51 -0.38 -0.02 0.085
C 1.33 -0.39 0.03 -0.375
N 0.59 0.75 -0.06 -0.013
C -0.75 0.79 0.13 -0.716
S -1.79 -0.43 -0.04 0.688
H 0.80 -1.21 0.41 0.091
H 1.16 1.58 -0.31 0.182
H -1.01 1.82 0.22 0.057
```

Results
Molecular weight in g/mol: 89.12
Frontier orbital gap in eV: 8.83
Structure (SMILES): O=CNC=S
HOMO energy in eV: -9.2
Net charge: 0
LUMO energy in eV: -0.3


Arrangement 3

Formula: C2H3NOS
Source: the Open Molecules 2025 dataset
Level of theory: wB97M-V/def2-TZVPD

```
8
Properties=species:S:1:pos:R:3:lowdin_charge:R:1
N 1.80 -1.83 0.41 0.099
C 2.35 -0.91 0.12 -0.789
S 3.20 0.45 -0.32 0.784
H 2.12 1.14 -0.90 -0.070
C -0.75 -0.06 0.44 -0.151
O -0.02 0.84 0.11 -0.048
H -0.83 -1.03 -0.12 0.082
H -1.64 -0.02 1.14 0.092
```

Results
Molecular weight in g/mol: 89.12
Frontier orbital gap in eV: 10.73
Structure (SMILES): N#CS.C=O
HOMO energy in eV: -10.2
Net charge: 0
LUMO energy in eV: 0.5


The structure with the most favorable energy is arrangement 2; the runner-up is 0.0163 hartree above it.


Arrangement 1

Formula: C6H16O
Source: the Open Molecules 2025 dataset
Level of theory: wB97M-V/def2-TZVPD

```
23
Properties=species:S:1:pos:R:3:lowdin_charge:R:1
C -0.28 2.81 1.34 -0.109
C -0.51 1.31 1.32 -0.259
C -0.76 0.73 -0.07 -0.220
C 0.43 0.80 -0.99 -0.441
C 0.08 0.20 -2.37 -0.085
C 1.69 0.09 -0.47 -0.078
H 0.09 3.19 2.30 0.072
H -1.21 3.36 1.22 0.065
H 0.38 3.12 0.54 0.062
H 0.37 0.83 1.76 0.095
H -1.34 1.03 1.98 0.105
H -1.23 -0.25 0.08 0.119
H -1.57 1.25 -0.58 0.110
H 0.71 1.83 -1.23 0.121
H -0.36 -0.79 -2.24 0.082
H -0.69 0.79 -2.84 0.067
H 0.96 0.11 -2.99 0.069
H 2.20 0.62 0.34 0.072
H 2.35 -0.22 -1.27 0.066
H 1.39 -0.89 -0.04 0.086
O -0.86 -6.67 1.77 -0.058
H -0.42 -7.23 1.13 0.024
H -1.41 -6.02 1.32 0.034
```

Results
Molecular weight in g/mol: 104.19
Frontier orbital gap in eV: 11.83
Structure (SMILES): CCCC(C)C.O
HOMO energy in eV: -11.0
Net charge: 0
LUMO energy in eV: 0.8


Arrangement 2

Formula: C6H16O
Source: the Open Molecules 2025 dataset
Level of theory: wB97M-V/def2-TZVPD

```
23
Properties=species:S:1:pos:R:3:lowdin_charge:R:1
C 0.00 0.00 0.00 -0.112
C 0.18 1.01 -1.14 -0.269
C -0.74 0.70 -2.29 -0.277
C -0.44 1.73 -3.43 -0.171
C -1.58 1.69 -4.55 -0.256
C -1.40 2.59 -5.78 -0.129
H 0.03 -0.99 -0.50 0.079
H -0.98 0.12 0.49 0.079
H 0.79 0.03 0.77 0.074
H 0.22 2.05 -0.75 0.119
H 1.13 0.81 -1.67 0.114
H -0.56 -0.33 -2.66 0.138
H -1.78 0.73 -1.90 0.102
H -0.42 2.69 -2.87 0.111
H 0.53 1.61 -3.94 0.115
H -1.70 0.65 -4.91 0.103
H -2.56 2.01 -4.13 0.103
H -1.83 2.05 -6.65 0.068
H -0.32 2.73 -5.95 0.066
H -1.88 3.58 -5.72 0.070
O -2.61 -0.86 -1.31 -0.108
H -3.29 -0.88 -2.03 0.063
H -1.87 -0.34 -1.70 -0.082
```

Results
Molecular weight in g/mol: 104.19
Frontier orbital gap in eV: 11.49
Structure (SMILES): CCCCCC.O
HOMO energy in eV: -10.6
Net charge: 0
LUMO energy in eV: 0.9


The structure with the most favorable energy is arrangement 1; the runner-up is 0.0518 hartree above it.


Arrangement 1

Formula: C3H3F3O
Source: the Open Molecules 2025 dataset
Level of theory: wB97M-V/def2-TZVPD

```
10
Properties=species:S:1:pos:R:3:lowdin_charge:R:1
O -1.58 0.82 0.63 0.097
C -0.84 -0.29 0.73 -0.430
F -0.67 -0.77 2.00 0.074
C 0.21 -0.70 -0.29 0.031
C -1.00 -1.56 -0.49 -0.390
F -1.82 -1.38 -1.52 0.123
F -1.04 -2.83 -0.08 0.122
H -1.10 1.60 0.94 0.129
H 0.41 0.01 -1.08 0.124
H 1.10 -1.19 0.08 0.122
```

Results
Molecular weight in g/mol: 112.05
Frontier orbital gap in eV: 9.69
Structure (SMILES): O[C@]1(F)CC1(F)F
HOMO energy in eV: -9.1
Net charge: 0
LUMO energy in eV: 0.6


Arrangement 2

Formula: C3H3F3O
Source: the Open Molecules 2025 dataset
Level of theory: wB97M-V/def2-TZVPD

```
10
Properties=species:S:1:pos:R:3:lowdin_charge:R:1
C 0.95 -0.24 -0.63 -0.151
C 1.42 0.96 -0.26 -0.182
C -2.80 -0.77 0.31 -0.092
O 0.24 -1.07 0.20 -0.039
F 1.98 1.76 -1.12 0.044
F -1.96 -1.29 1.11 0.074
F -2.43 0.49 0.14 0.034
H 1.16 -0.66 -1.53 0.093
H 1.30 1.38 0.74 0.119
H 0.15 -0.56 1.04 0.100
```

Results
Molecular weight in g/mol: 112.05
Frontier orbital gap in eV: 9.17
HOMO energy in eV: -9.0
Net charge: 0
LUMO energy in eV: 0.2


The structure with the most favorable energy is arrangement 1; the runner-up is 0.0644 hartree above it.